Record 1
Formula: C14H13ClF2N2O5
Source: the Open Molecules 2025 dataset
Level of theory: the ωB97M-V functional and the def2-TZVPD basis

Geometry as XYZ:
```
37
Properties=species:S:1:pos:R:3:mulliken_charge:R:1
C 1.7556 -0.2461 3.5619 0.21
C 1.0478 0.3359 2.7878 -0.82
N 0.2829 0.6492 1.6581 0.26
C -1.0450 0.2563 1.6872 0.11
C -1.9147 0.5092 0.6223 -0.09
C -3.3688 -0.0102 0.7481 -0.01
O -4.2516 0.7867 0.8659 -0.48
N -3.5553 -1.4291 0.6804 -0.24
C -2.4360 -2.1270 0.0911 0.54
O -1.8507 -2.9419 0.7224 -0.42
F -2.0571 -1.9056 -1.1960 -0.18
C -1.4173 1.2523 -0.5531 0.84
C -2.4044 1.5381 -1.6521 0.09
O -2.7738 2.6642 -1.8074 -0.47
O -2.9183 0.5224 -2.4469 -0.38
F -4.4562 0.5623 -2.3628 -0.22
C -0.0260 1.6412 -0.5473 -0.83
C 0.7817 1.3062 0.5600 0.81
C 2.2723 1.7226 0.4687 -1.23
C 2.9677 0.6215 -0.4516 -0.59
C 2.9723 -0.8062 0.1867 -0.03
C 3.0502 -1.9640 -0.8828 -0.69
O 1.7132 -2.2835 -1.3137 -0.49
H 2.2619 -0.9046 4.2717 0.40
H -1.4306 -0.3002 2.5595 0.46
H -4.4368 -1.6347 0.1998 0.39
H 0.3774 2.1677 -1.4269 0.56
H 2.3903 2.6864 -0.0632 0.40
H 2.7620 1.7242 1.4694 0.40
H 4.0059 0.9651 -0.6483 0.41
H 2.3686 0.5481 -1.3941 0.30
H 2.0855 -1.0370 0.8124 0.06
H 3.8865 -0.8639 0.8331 0.32
H 3.7248 -1.7220 -1.7309 0.32
H 3.3796 -2.8615 -0.3076 0.33
H 1.4912 -1.6701 -2.0303 0.31
Cl -4.9414 2.1212 -3.5681 -0.31
```

The calculation puts the calculated total energy at -1686.5211 hartree. Its total charge is 0. Its energy relative to the best compared isomer or geometry (same formula, charge and spin) is 1.524 eV. The LUMO energy comes out at -0.087 hartree. The value obtained for the HOMO energy is -6.548 eV. Its frontier orbital gap is 0.1540 hartree.

***

Record 2
Formula: C16H54N18NaO14S
Source: the Open Molecules 2025 dataset
Level of theory: the ωB97M-V functional and the def2-TZVPD basis

Geometry as XYZ:
```
104
Properties=species:S:1:pos:R:3:mulliken_charge:R:1
Na -4.1276 43.2852 -29.5202 0.79
S -2.4814 40.9188 -29.5971 0.35
O -3.1487 41.4706 -30.7827 -0.99
O -3.3104 39.7961 -29.1675 0.77
O -1.1019 40.5655 -29.9453 -0.32
O -2.4626 41.9243 -28.5380 -0.70
C 1.1244 38.7675 -27.2844 -1.01
C 1.1102 37.2254 -27.4870 0.41
C 1.4835 36.4585 -26.1958 -1.08
O 1.3513 35.0445 -26.3491 -0.38
C 1.9561 34.3839 -25.2565 -0.73
N -0.1621 36.7316 -27.9687 -0.43
H 0.4098 39.1235 -26.5419 0.27
H 0.8257 39.3009 -28.1870 0.02
H 2.1466 39.1034 -27.1091 0.49
H 1.8386 36.9996 -28.2707 0.37
H 0.9349 36.8333 -25.3261 0.44
H 2.5316 36.6847 -25.9653 0.49
H 3.0078 34.6682 -25.3311 0.30
H 1.7910 33.3131 -25.1398 0.26
H 1.4669 34.7442 -24.3437 0.30
H -0.1269 35.7355 -27.7794 0.33
H -0.8826 37.1398 -27.3837 0.06
C -3.5378 38.5345 -36.2080 -1.64
C -3.7096 39.8205 -35.4296 0.57
C -5.1765 40.1953 -35.1186 -0.15
O -5.9873 40.3049 -36.2876 -0.44
C -6.3045 41.6647 -36.5180 -0.73
N -3.0317 39.6357 -34.1210 -0.55
H -3.8848 37.6750 -35.6336 0.29
H -2.4723 38.3435 -36.3547 0.41
H -3.9071 38.5710 -37.2332 0.38
H -3.2757 40.6755 -35.9495 0.39
H -5.2708 41.0830 -34.4858 0.04
H -5.6795 39.4604 -34.4779 0.17
H -6.9870 41.9816 -35.7211 0.28
H -6.8037 41.7707 -37.4814 0.30
H -5.5396 42.4476 -36.5178 0.30
H -3.6181 39.0639 -33.5194 0.04
H -2.9049 40.4649 -33.5546 0.36
C -4.5910 42.8717 -25.8369 0.38
O -5.2170 43.6306 -25.0884 -0.75
N -3.3871 43.1620 -26.3687 -0.19
N -4.9591 41.6285 -26.1465 -0.06
H -2.8327 42.6256 -27.0101 0.26
H -3.0239 44.0647 -26.1022 0.19
H -5.8470 41.2417 -25.8589 0.15
H -4.3413 40.9902 -26.6142 0.12
C -2.5989 38.5772 -25.8783 0.30
O -2.3607 37.9670 -24.8328 -0.75
N -2.1900 39.8141 -26.1659 0.42
N -3.2910 38.1259 -26.9262 -0.05
H -2.2639 40.1904 -27.1034 -0.82
H -1.7172 40.3363 -25.4464 0.19
H -3.1468 38.6554 -27.7748 0.07
H -3.6193 37.1755 -26.9624 0.23
C -6.4280 41.8614 -31.7907 0.59
O -5.8347 42.9232 -31.6656 -0.74
N -5.8923 40.6475 -31.5424 0.28
N -7.7226 41.7478 -32.2070 -0.42
H -4.9966 40.5739 -31.0790 -0.41
H -6.4151 39.8939 -31.9490 0.17
H -8.1863 40.8631 -32.1133 0.12
H -8.3050 42.5593 -32.3199 0.25
C -3.6935 37.1297 -31.4322 0.33
O -3.8083 36.2328 -32.2672 -0.74
N -2.5811 37.4749 -30.7376 0.12
N -4.7855 37.8210 -30.9898 -0.09
H -1.7478 36.9887 -31.0189 0.15
H -2.6739 38.3197 -30.1879 -0.30
H -5.6655 37.5843 -31.4089 0.24
H -4.6335 38.4013 -30.1832 0.06
C 0.9193 43.3539 -28.0325 0.42
O 1.9338 44.0702 -28.0002 -0.76
N 0.6297 42.7072 -29.1504 -0.05
N -0.0374 43.2971 -27.0791 -0.30
H 1.1857 42.8532 -29.9742 0.16
H -0.2061 42.1543 -29.3157 -0.18
H -0.6018 42.4657 -27.1850 0.14
H 0.3484 43.4609 -26.1597 0.25
C -1.8798 43.2416 -33.4435 0.23
O -1.4467 44.0568 -34.2404 -0.72
N -1.0912 42.5660 -32.5303 -0.13
N -3.1531 42.7006 -33.3974 0.12
H -0.1401 42.8536 -32.3910 0.16
H -1.6025 41.9881 -31.8946 0.28
H -3.8223 43.2314 -33.9322 0.21
H -3.4005 42.2309 -32.5216 -0.19
C -7.3009 39.9425 -27.6605 0.61
O -7.1428 39.8587 -26.4523 -0.74
N -6.2377 39.9896 -28.5283 0.12
N -8.4903 40.1007 -28.2519 -0.35
H -6.5770 40.0031 -29.4722 0.16
H -5.3081 39.7231 -28.2541 -0.19
H -8.4890 40.3150 -29.2324 0.13
H -9.2930 39.7382 -27.7682 0.25
C 1.6574 38.7958 -30.7484 0.28
O 2.6380 38.0822 -31.0144 -0.77
N 1.5251 40.1235 -30.9134 -0.22
N 0.4697 38.2751 -30.4695 -0.12
H 0.6094 40.3971 -30.5689 0.48
H 2.2225 40.8044 -31.1443 0.19
H 0.3908 37.3090 -30.1977 0.24
H -0.2636 38.8728 -30.0933 -0.02
```

The calculation puts the calculated total energy at -3241.9954 hartree. Its total charge is -1. The LUMO energy comes out at 0.036 hartree. The value obtained for the HOMO energy is -6.897 eV. Its frontier orbital gap is 0.2896 hartree.